Entry 1:
C18H38N2O5PS | ωB97M-V/def2-TZVPD

The orbital gap is 7.28 eV. For the LUMO energy, the calculation gives -0.1352 Ha. The HOMO energy comes out at -10.9586 eV. The electronic energy is -52613.787 eV. As for the net charge: +1.

Structure (XYZ):
```
65
C18H38N2O5PS (ωB97M-V/def2-TZVPD)
C -2.755 3.114 1.149
P -1.565 2.287 -0.073
O -1.752 3.132 -1.581
N 0.133 2.560 0.397
C 0.825 3.694 1.008
C 2.291 3.214 1.067
C 3.516 4.085 1.612
C 4.644 4.107 0.450
C 4.522 5.335 -0.576
S 2.997 5.333 -1.640
N 2.375 1.849 0.507
C 1.034 1.467 0.101
C 0.682 0.044 -0.600
C 1.833 -0.981 -0.110
C 1.502 -2.522 -0.451
O 1.109 -3.332 0.414
O 1.672 -2.987 -1.791
H -3.296 3.944 0.580
H -3.514 2.302 1.476
H -2.243 3.511 2.092
H -0.986 2.817 -2.131
H 0.325 4.662 1.329
H 3.135 5.135 1.852
H 3.976 3.540 2.514
H 4.756 3.091 -0.096
H 5.656 4.250 1.002
H 4.626 6.369 -0.088
H 5.422 5.240 -1.300
H 2.287 4.149 -1.505
H 3.255 1.305 0.429
H 0.702 0.157 -1.754
H -0.350 -0.304 -0.240
H 1.877 -0.899 1.039
H 2.864 -0.712 -0.566
H 1.706 -2.149 -2.327
C -7.810 1.566 -1.173
C -6.616 0.925 -0.486
O -6.040 1.738 0.529
C -6.891 2.092 1.614
C -7.428 0.895 2.379
H -7.527 2.528 -1.613
H -8.188 0.915 -1.966
H -8.629 1.754 -0.477
H -5.833 0.754 -1.230
H -6.876 -0.058 -0.082
H -7.706 2.732 1.261
H -6.290 2.704 2.293
H -8.043 0.249 1.750
H -8.041 1.226 3.221
H -6.604 0.287 2.764
C 2.586 -6.385 0.769
C 3.969 -5.878 0.397
O 4.779 -6.853 -0.245
C 4.283 -7.377 -1.470
C 4.078 -6.320 -2.543
H 2.662 -7.261 1.420
H 2.023 -5.606 1.290
H 2.010 -6.680 -0.110
H 4.495 -5.590 1.312
H 3.905 -4.974 -0.218
H 3.362 -7.942 -1.293
H 5.025 -8.098 -1.822
H 3.339 -5.573 -2.246
H 3.734 -6.783 -3.471
H 5.015 -5.792 -2.742
```

These are the natural (NBO) partial charges, in e, on atoms 1 to 6:
1. C -0.9821
2. P 1.2090
3. O -0.9349
4. N -0.6412
5. C -0.0660
6. C 0.2004


Entry 2:
C18H39BrO11 | ωB97M-V/def2-TZVPD

The relative energy (zero: lowest compared OMol25 entry of this formula, charge and spin) is 0.0 kcal/mol. The orbital gap is 9.56 eV. Its SMILES is C[C@@H](O)CO[C@H]1OC(=O)O[C@H]1Br.COCCOC.COCCOC.COCCOC. For the LUMO energy, the calculation gives 0.0122 Ha. The HOMO energy comes out at -9.2281 eV. The electronic energy is -111859.545 eV.

Structure (XYZ):
```
69
C18H39BrO11 (ωB97M-V/def2-TZVPD)
C 2.798 -0.188 4.570
C 1.618 -1.067 4.174
O 1.769 -2.333 4.816
C 0.289 -0.441 4.552
O -0.743 -1.221 3.918
C -2.040 -1.041 4.346
O -2.126 -1.239 5.761
C -2.180 -0.038 6.389
O -2.093 0.120 7.553
O -2.294 0.966 5.473
C -2.663 0.367 4.239
Br -2.110 1.417 2.751
H 3.237 -0.585 5.489
H 3.566 -0.191 3.796
H 2.495 0.846 4.756
H 1.624 -1.228 3.092
H 0.931 -2.809 4.750
H 0.176 -0.505 5.642
H 0.239 0.607 4.242
H -2.642 -1.792 3.838
H -3.751 0.303 4.193
C 1.943 1.775 0.338
O 1.814 0.365 0.372
C 0.471 -0.082 0.293
C 0.104 -0.573 -1.088
O 0.127 0.472 -2.046
C 1.290 0.469 -2.855
H 3.005 2.000 0.255
H 1.415 2.215 -0.511
H 1.560 2.225 1.263
H -0.208 0.722 0.592
H 0.348 -0.900 1.007
H -0.914 -0.976 -1.061
H 0.777 -1.381 -1.394
H 1.299 -0.402 -3.519
H 2.200 0.464 -2.249
H 1.266 1.377 -3.456
C 1.757 -4.100 -2.515
O 1.009 -3.479 -3.543
C 1.441 -3.821 -4.850
C 0.549 -4.864 -5.487
O 0.611 -6.104 -4.807
C -0.486 -6.339 -3.945
H 1.238 -3.908 -1.577
H 1.837 -5.179 -2.664
H 2.764 -3.672 -2.452
H 2.474 -4.184 -4.826
H 1.415 -2.912 -5.459
H 0.879 -5.030 -6.517
H -0.483 -4.496 -5.517
H -1.407 -6.500 -4.517
H -0.640 -5.508 -3.252
H -0.262 -7.241 -3.379
C -0.394 5.079 0.400
O -0.232 4.484 -0.872
C -1.279 3.587 -1.213
C -2.267 4.210 -2.174
O -2.964 5.299 -1.594
C -2.466 6.565 -1.979
H 0.349 5.870 0.489
H -1.391 5.508 0.523
H -0.220 4.342 1.193
H -1.806 3.263 -0.309
H -0.833 2.702 -1.677
H -3.005 3.455 -2.460
H -1.743 4.531 -3.081
H -2.678 6.766 -3.035
H -1.388 6.643 -1.813
H -2.977 7.310 -1.371
```

These are the natural (NBO) partial charges, in e, on atoms 1 to 6:
1. C -0.6310
2. C 0.0722
3. O -0.7190
4. C -0.1104
5. O -0.5266
6. C 0.3377


- electronic energy of number 2 (C18H39BrO11)?
  -111859.545 eV